One molecule with the formula C21H31NO7S. Source: the OMol25 dataset; level of theory: ωB97M-V/def2-TZVPD.

The geometry in XYZ format:
```
61
Properties=species:S:1:pos:R:3:forces:R:3:mulliken_charge:R:1
C 2.82131 -1.85896 1.41978 0.1 0.0 -0.2 -0.8819
H 3.21993 -0.86233 1.20006 0.0 0.0 0.0 0.3528
O 1.99642 -1.84539 2.55814 -0.3 0.1 0.2 -0.4810
C 0.86359 -1.08928 2.52227 0.0 -0.1 0.2 0.4446
C 0.45649 -0.34473 1.42999 0.0 0.0 0.0 -0.7997
C -0.71461 0.40305 1.50684 0.1 -0.1 0.6 -0.6334
C -1.45572 0.40609 2.67912 0.0 0.1 -0.2 -0.4816
C -1.07271 -0.34802 3.78105 0.0 -0.1 0.1 1.1422
C 0.10285 -1.11208 3.71292 0.2 -0.1 0.0 0.9025
O 0.63502 -1.91035 4.67547 -0.1 0.2 -0.5 -0.4824
C 0.11211 -1.93893 5.98330 -0.1 -0.1 0.5 -0.8181
H 0.78162 -2.59681 6.53762 0.0 0.1 0.0 0.2870
H 0.11412 -0.94804 6.44253 0.0 -0.1 0.0 0.3005
H -0.90089 -2.34541 6.00822 0.1 0.0 0.0 0.2565
O -1.80285 -0.38328 4.94276 0.4 -0.2 -0.3 -0.4802
C -2.95340 0.42118 5.03701 -0.2 0.1 0.0 -0.9308
H -3.33769 0.25590 6.04270 0.0 0.1 -0.1 0.2540
H -3.71370 0.12581 4.30729 0.0 0.0 0.0 0.3419
H -2.71707 1.48172 4.90879 0.0 0.0 0.0 0.3596
H -2.34394 1.01522 2.70226 -0.1 0.1 0.0 0.5526
C -1.20305 1.23851 0.38110 0.0 -0.1 -0.2 -0.0948
O -1.89319 2.23072 0.53791 -0.1 0.2 0.2 -0.7079
N -0.87206 0.78090 -0.85210 0.0 -0.1 -0.1 0.3206
H -0.27571 -0.02823 -0.93853 0.0 0.0 0.1 0.1700
C -1.11916 1.53786 -2.06166 -0.2 0.0 -0.2 -0.1610
C 0.17571 1.48955 -2.85687 -0.2 0.0 -0.1 0.1964
O 0.31821 1.00756 -3.94818 0.0 0.0 0.0 -0.6466
O 1.18219 2.01246 -2.13898 0.2 0.3 0.2 -0.2789
C 2.47991 1.68494 -2.59853 -0.3 -0.1 -0.1 -0.7024
H 2.57962 1.91745 -3.66346 0.1 0.0 0.1 0.3973
C 2.73196 0.19628 -2.35651 0.2 0.4 -0.1 0.4035
O 1.93293 -0.44980 -1.72498 0.0 -0.2 0.1 -0.6727
C 3.97065 -0.40651 -2.99241 0.1 -0.4 0.0 2.0077
C 4.37919 -1.65668 -2.20809 -0.2 0.2 -0.1 -1.6522
H 5.18720 -2.17228 -2.71979 0.1 0.0 -0.1 0.4721
H 4.71398 -1.38814 -1.20859 0.1 0.0 0.1 0.3608
H 3.53584 -2.33527 -2.11476 0.0 -0.1 0.0 0.2900
C 5.14165 0.57470 -3.05649 -0.2 -0.1 0.1 -1.9137
H 5.39889 0.93731 -2.06375 0.1 0.1 0.1 0.4081
H 4.92252 1.42527 -3.69575 0.0 0.1 -0.1 0.3685
H 6.01139 0.06466 -3.46426 0.1 0.0 0.0 0.4578
C 3.53951 -0.81148 -4.41289 0.0 0.1 0.1 -1.6661
H 2.70463 -1.50663 -4.37258 -0.1 -0.1 0.0 0.3770
H 3.23277 0.05353 -4.99508 0.0 0.1 -0.1 0.3567
H 4.37145 -1.29453 -4.91962 0.1 0.0 -0.1 0.4688
H 3.17475 2.28872 -2.01299 0.0 0.0 -0.1 0.3825
H -1.32853 2.57053 -1.75386 0.1 -0.1 -0.1 0.4501
C -2.29380 0.97309 -2.86665 0.3 0.2 0.1 -0.7122
C -3.62984 1.22329 -2.16258 -0.2 -0.5 0.1 -0.5344
H -4.26482 1.89141 -2.74121 0.0 0.1 0.0 0.4125
H -3.48164 1.65264 -1.17251 0.0 0.1 0.0 0.1992
S -4.62233 -0.28817 -1.94056 -0.1 0.1 0.1 -0.1620
C -3.75768 -1.01481 -0.52005 -0.1 0.3 -0.5 -0.5239
H -4.32177 -1.89303 -0.22466 0.0 -0.1 0.1 0.4062
H -2.74842 -1.29940 -0.80326 0.1 -0.1 0.1 0.1373
H -3.73336 -0.29365 0.29177 0.0 0.0 0.2 0.0616
H -2.28847 1.42984 -3.85666 0.0 0.0 0.0 0.3816
H -2.13488 -0.09786 -3.00861 0.0 0.0 -0.1 0.3441
H 1.06565 -0.31673 0.54221 0.1 0.0 -0.1 0.7407
H 2.29455 -2.23546 0.53747 0.0 0.0 0.0 0.3801
H 3.64355 -2.53019 1.66323 0.0 0.1 -0.1 0.2725
```
Positions in Å, forces in eV/Å.

## Properties
SMILES: COc1cc(C(=O)N[C@H](CCSC)C(=O)OCC(=O)C(C)(C)C)cc(OC)c1OC
2S+1: 1
HOMO level (eV): -7.98
HOMO-LUMO gap (Ha): 0.3101
Electronic energy (Ha): -1798.42464
Relative energy (zero: lowest compared OMol25 entry of this formula, charge and spin) (kJ/mol): 0.0



C21H31O4Pr as an isolated structure in a non-equilibrium geometry. Source: the OMol25 dataset; level of theory: ωB97M-V/def2-TZVPD.

The geometry in XYZ format:
```
57
Properties=species:S:1:pos:R:3:forces:R:3:mulliken_charge:R:1
O -3.31907 -3.02276 -1.59621 -0.8 -1.0 0.0 -0.4201
C -3.79688 -4.01705 -0.63500 0.2 0.3 0.2 -0.4606
C -4.50292 -4.84753 -1.70825 0.4 0.6 -0.1 -0.8132
H -4.47190 -3.55678 0.09965 0.3 -0.1 -0.1 0.2689
H -2.95763 -4.52134 -0.13812 -0.2 0.2 0.0 0.2668
C -4.00656 -3.73294 -2.67171 -0.5 -0.5 -0.4 1.4799
H -5.58930 -4.89231 -1.60827 0.2 -0.2 0.0 0.3118
H -4.03898 -5.81895 -1.89337 -0.3 0.1 0.0 0.3044
C -5.13148 -2.89272 -3.24914 0.1 0.1 -0.1 -1.6425
H -5.82579 -2.57364 -2.46271 0.2 0.0 -0.1 0.3721
H -5.69093 -3.47308 -3.99368 0.1 0.1 0.1 0.4004
H -4.71521 -2.00808 -3.74459 -0.1 -0.1 0.1 0.3664
C -3.05979 -4.22344 -3.75307 0.0 0.2 0.0 -1.6864
H -2.24012 -4.81785 -3.33213 -0.1 0.2 0.0 0.3695
H -2.64702 -3.36855 -4.30143 0.0 -0.2 0.1 0.3712
H -3.61014 -4.85181 -4.46688 0.1 0.1 0.2 0.3984
Pr 1.79411 1.85729 0.85728 1.7 1.2 1.1 0.5278
C 4.46264 1.70968 0.48185 0.0 0.0 0.9 -0.7710
C 4.24209 1.44681 1.87547 2.2 -1.4 -0.4 -0.2289
C 3.59214 0.16670 1.98127 0.3 0.5 -0.2 -0.9225
H 4.77341 1.95769 2.68825 -0.2 -0.7 -0.9 0.8012
C 3.40043 -0.33310 0.66384 0.5 0.3 -0.9 -0.3844
C 3.93315 0.62631 -0.26253 -0.4 -1.2 0.2 -0.5308
H 3.99569 0.49181 -1.34535 -0.1 0.1 0.4 0.4399
H 4.99953 2.57698 0.08588 -0.3 -0.4 0.2 0.4623
H 3.34435 -0.34422 2.91663 0.1 0.2 -0.4 0.4692
H 3.00894 -1.31711 0.39540 0.0 0.4 0.1 0.5248
C 2.35363 4.39110 -0.03009 -0.6 0.0 -0.5 -0.3193
C 2.44851 3.57002 -1.19211 -0.5 0.2 0.1 -0.5002
C 1.14388 3.08372 -1.50587 0.1 0.3 0.2 -0.5648
H 3.35126 3.39316 -1.77755 -0.3 -0.1 0.3 0.4704
C 0.22986 3.63298 -0.55124 0.4 0.3 0.1 -0.6700
C 0.97851 4.44085 0.36021 0.0 0.0 -0.8 -0.5087
H 0.56284 5.06717 1.15418 0.2 -0.5 -0.2 0.3965
H 3.17538 4.95251 0.42161 -0.4 -0.4 -0.1 0.4743
H 0.88318 2.45325 -2.36010 0.1 0.2 0.3 0.5273
H -0.85463 3.49813 -0.55041 0.4 0.0 0.0 0.4797
O 0.19494 0.07314 0.57536 -1.2 -1.1 0.0 -0.0148
C -0.20675 -0.48981 -0.73180 0.0 0.4 0.7 -0.5646
C -1.00784 -1.74066 -0.42039 0.4 -0.3 0.1 -0.0469
H 0.70455 -0.67656 -1.31292 -0.1 0.1 0.2 0.2819
H -0.81274 0.26891 -1.24410 0.1 -0.1 0.1 0.2796
C -1.51635 -1.57099 1.02461 -0.4 0.3 -0.2 -0.7445
H -0.38107 -2.63895 -0.48445 0.0 0.2 0.0 0.3005
H -1.83007 -1.86487 -1.12318 0.3 0.0 0.2 0.1860
C -0.59364 -0.54775 1.67690 0.7 0.4 -0.6 -0.4264
H -1.51900 -2.51705 1.57276 0.0 0.2 -0.1 0.3395
H -2.54509 -1.19268 1.00193 0.2 -0.1 0.1 0.2525
H 0.12610 -1.00131 2.37049 -0.1 0.1 -0.2 0.2903
H -1.12534 0.26368 2.18641 0.1 -0.2 -0.1 0.3278
C 3.07060 4.64310 4.85457 -0.1 -0.6 -0.2 -0.6925
O 3.63108 3.53720 4.05700 0.7 1.7 1.8 -0.2467
C 2.96414 2.97637 3.12100 -1.9 -1.3 -2.8 0.2289
O 1.73033 3.12975 2.93110 -1.1 1.1 1.5 -0.6070
H 3.80306 4.78197 5.64977 -0.3 0.1 -0.1 0.2423
H 2.08997 4.33976 5.23693 0.2 0.3 0.0 0.2750
H 3.00795 5.52386 4.20632 -0.1 -0.2 0.3 0.2791
```
Positions in Å, forces in eV/Å.

## Properties
Expectation value of S²: 2.007
2S+1: 3
HOMO level (alpha / beta) (eV): -5.30 / -5.31
HOMO-LUMO gap (alpha / beta) (Ha): 0.2039 / 0.2044
Electronic energy (Ha): -1636.63947



C21H31O4Ru as an isolated structure in a non-equilibrium geometry. Source: the OMol25 dataset; level of theory: ωB97M-V/def2-TZVPD.

The geometry in XYZ format:
```
57
Properties=species:S:1:pos:R:3:forces:R:3:mulliken_charge:R:1
O 0.09031 -0.13406 -3.63949 0.0 0.5 -2.5 -0.0972
C 0.19455 1.13831 -4.34349 -0.1 0.3 0.4 -0.5883
C 0.10129 0.52008 -5.73357 -0.1 -0.4 0.6 -0.7344
H 1.16669 1.60487 -4.13462 -0.3 0.1 0.1 0.1674
H -0.65069 1.78170 -4.07911 0.3 0.1 0.0 0.3177
C 0.12406 -0.80585 -4.92883 0.0 -0.5 -0.9 1.1853
H 0.98900 0.70003 -6.35075 -0.5 -0.1 -0.1 0.3187
H -0.84686 0.68239 -6.26050 0.4 0.1 0.0 0.3028
C 1.42001 -1.56253 -5.16315 -0.1 -0.1 0.0 -1.6022
H 2.28082 -0.90932 -4.96730 -0.2 -0.3 0.1 0.3570
H 1.46880 -1.86374 -6.22123 0.0 0.0 0.3 0.4019
H 1.44137 -2.46523 -4.53557 0.3 0.3 -0.1 0.3605
C -1.09470 -1.69279 -5.08847 0.2 -0.1 -0.1 -1.6773
H -2.00937 -1.15240 -4.81268 0.2 -0.2 0.0 0.3696
H -0.96414 -2.58433 -4.45882 -0.3 0.2 -0.1 0.3542
H -1.17548 -2.01453 -6.13486 0.0 0.0 0.2 0.4208
Ru -0.47509 -0.54458 2.82745 0.2 3.6 -1.3 0.5031
C -2.21297 -0.90575 3.95963 -1.7 1.0 0.5 -0.5308
C -2.09937 0.52179 4.12382 -0.8 -1.4 0.2 -0.1982
C -2.27084 1.13574 2.84247 0.0 -1.2 -0.9 -0.7705
H -1.94522 1.02302 5.06971 0.0 0.0 -0.2 0.3959
C -2.46258 0.10526 1.86678 -1.1 0.4 1.1 0.1693
C -2.42839 -1.16815 2.54138 -0.8 0.3 0.1 -1.0118
H -2.61625 -2.12105 2.07481 -0.2 -0.1 0.1 0.5816
H -2.19818 -1.62203 4.76856 -0.1 0.0 -0.2 0.5863
H -2.25874 2.19811 2.63862 0.2 -0.1 0.0 0.4716
H -2.66825 0.24421 0.81712 0.1 0.0 0.2 0.8690
C 1.02819 -2.13212 4.10454 0.3 -0.6 -0.2 -0.0955
C -0.01380 -2.60361 3.23704 1.1 -0.7 -0.1 -0.9915
C 0.32421 -2.20412 1.87965 1.4 -0.7 0.4 -0.6774
H -0.83796 -3.25505 3.50591 0.3 0.1 0.0 0.6950
C 1.54904 -1.43579 1.96315 0.5 -1.3 0.4 -0.1745
C 1.96235 -1.40214 3.32540 0.0 -0.6 -0.5 -0.8324
H 2.86751 -0.93127 3.69227 -0.3 0.1 0.0 0.4976
H 1.09194 -2.32895 5.16869 -0.1 0.2 -0.2 0.5247
H -0.13147 -2.56674 0.97126 -0.1 0.1 0.0 0.5943
H 2.06686 -1.00623 1.11383 -0.1 0.1 0.2 0.5474
O 1.46308 0.53400 -1.65635 -1.4 0.3 1.2 -0.4258
C 0.21628 -0.11392 -1.25743 0.7 -0.3 1.1 0.7878
C -0.89687 0.93915 -1.27404 0.3 0.0 0.0 0.4844
H 0.34690 -0.45698 -0.20165 0.0 0.3 -0.3 -0.8014
H -0.00249 -0.99289 -1.86064 0.4 0.3 0.2 0.5850
C -0.10328 2.25329 -1.23191 0.0 0.1 -0.5 -0.6043
H -1.52854 0.84469 -0.39218 0.1 0.0 -0.2 -0.8982
H -1.53324 0.88793 -2.16074 0.2 -0.2 0.1 0.2628
C 1.35571 1.83566 -1.02564 -0.1 -0.5 0.0 -0.4254
H -0.50246 2.93017 -0.47921 0.2 0.2 0.0 0.4957
H -0.16403 2.72027 -2.21978 -0.1 0.2 0.3 0.1183
H 1.60391 1.77153 0.04509 0.0 -0.1 -0.1 -0.0058
H 2.04615 2.52088 -1.51502 0.1 -0.1 0.0 0.4259
C 1.42568 2.29522 5.48591 -0.1 0.1 0.1 -0.7793
O 0.45354 1.43244 4.81715 0.7 0.0 -0.6 -0.2194
C 0.66160 1.14766 3.51551 1.8 1.4 0.3 0.6473
O 1.43621 1.73607 2.77749 -1.2 -0.9 0.9 -0.5334
H 0.84524 2.84742 6.22533 0.2 0.0 -0.1 0.2485
H 1.91495 2.96990 4.77562 -0.2 -0.2 0.2 0.3452
H 2.15500 1.65438 5.99281 -0.1 0.2 -0.2 0.2826
```
Positions in Å, forces in eV/Å.

## Properties
Expectation value of S²: 6.033
Charge: +1
2S+1: 5
HOMO level (alpha / beta) (eV): -10.34 / -11.33
HOMO-LUMO gap (alpha / beta) (Ha): 0.2269 / 0.1967
Electronic energy (Ha): -1214.12310
Relative energy (zero: lowest compared OMol25 entry of this formula, charge and spin) (kJ/mol): 27.0



C21H32AlBBrCl3CsF4K2NO12 as an isolated structure in a non-equilibrium geometry. Source: the OMol25 dataset; level of theory: ωB97M-V/def2-TZVPD.

The geometry in XYZ format:
```
79
Properties=species:S:1:pos:R:3:forces:R:3:mulliken_charge:R:1
C 2.16192 -3.40225 0.41151 -0.2 -0.3 0.0 -0.6596
C 1.19968 -3.33223 -0.53720 0.3 0.1 0.2 -1.1299
C 0.52763 -2.03188 -0.64242 -1.3 -0.7 1.3 1.0949
C 0.74224 -1.21242 -1.74997 0.1 -0.8 0.2 -0.8468
C 0.18770 0.01195 -1.86565 -0.9 1.2 -0.4 1.1898
C 0.47855 0.79087 -3.15677 0.3 -1.4 -0.1 -1.3843
C 0.35711 -0.00177 -4.45678 -0.6 0.2 0.1 -0.6261
C -1.11269 -0.22345 -4.81561 0.2 0.2 0.6 -0.9167
N -0.60041 0.47714 -0.80389 0.7 0.2 -0.1 0.4351
C -1.35577 1.74435 -0.61770 -0.7 -1.5 0.1 0.2604
F -0.62375 2.88701 -0.84498 -0.7 0.3 -0.3 -0.4311
C -2.66462 1.66807 -1.42017 0.2 1.5 -1.2 -0.1171
C -2.77601 2.67270 -2.66340 -1.1 -1.7 1.5 -3.2747
C -0.81606 -0.31973 0.27509 -0.2 0.9 0.2 -0.2145
C -0.29659 -1.55762 0.37489 0.4 -0.9 0.0 0.9060
C -0.62050 -2.35697 1.60233 0.4 0.4 0.0 -1.0113
O -1.87413 -2.98295 1.51288 -0.1 -0.2 0.0 -0.5604
C -2.92489 -2.34194 2.16203 -0.1 0.2 0.2 -0.7282
O -3.59229 -1.43336 1.29929 -0.3 0.0 -0.1 -0.1476
C -4.71316 -2.03163 0.69211 0.1 0.2 0.1 -0.6748
C -5.60586 -1.00889 0.05106 0.0 0.2 -0.5 -0.2848
O -5.29319 -0.91009 -1.36220 0.5 0.3 0.2 -0.4710
H 1.94579 -3.17821 1.44846 0.7 1.8 0.1 0.0087
H 3.16466 -3.73429 0.20209 -0.2 -1.7 0.2 0.2436
H 0.90023 -4.16804 -1.15184 1.0 0.3 -1.5 0.4679
H 1.38110 -1.58306 -2.52821 0.1 0.0 -0.3 0.6052
H -0.20684 1.62188 -3.24921 0.1 0.5 0.0 0.2871
H 1.53200 1.12722 -3.05315 -1.1 -0.6 -0.8 0.4880
H 0.92013 -0.92250 -4.42622 0.1 -0.2 0.0 0.4167
H 0.80080 0.63593 -5.21266 0.3 -0.1 -0.3 0.5111
H -1.29250 -1.08314 -5.44125 -0.1 -0.1 -0.3 0.3909
H -1.49784 0.68159 -5.27475 -0.2 0.1 -0.4 0.2489
H -1.68140 -0.34860 -3.89531 -0.2 -0.3 0.1 0.0829
H -1.58744 1.78483 0.44189 0.0 -0.1 0.2 -0.3753
H -2.81956 0.64905 -1.74557 0.0 -0.2 -0.2 0.3501
H -3.47409 1.85501 -0.72944 0.2 0.0 0.5 0.7260
H -2.56584 2.10877 -3.56836 0.2 0.3 -0.3 0.2560
H -3.86075 2.99564 -2.74795 1.5 -0.1 -0.5 0.5432
H -2.17713 3.62112 -2.56980 -2.6 -9.2 1.0 1.9054
H -1.43806 0.07050 1.10438 -0.2 0.1 0.5 -0.2780
H 0.13114 -3.11070 1.72142 0.0 -0.5 0.1 0.4992
H -0.47598 -1.70518 2.45805 -0.6 0.1 0.2 0.6527
H -2.61620 -1.79723 3.04718 0.4 0.4 -0.1 0.3440
H -3.60998 -3.12584 2.46544 -0.2 -0.2 0.0 0.5902
H -4.40757 -2.74233 -0.07338 -0.1 -0.3 -0.1 0.2970
H -5.30765 -2.53357 1.44987 -0.1 -0.3 0.1 0.4323
H -5.46654 -0.04055 0.53010 0.1 0.2 0.3 0.1740
H -6.64459 -1.29842 0.16549 -0.2 -0.1 -0.1 0.4099
H -5.80627 -0.19210 -1.73030 -0.4 -0.2 -0.3 0.1900
F 2.80571 2.92792 -2.91782 0.3 -0.3 -0.2 -0.3421
C -1.46739 1.78658 2.95855 0.0 0.6 -0.7 -0.3855
O -2.08649 0.60637 2.86233 0.1 -0.2 -0.8 -0.6997
H -2.11177 2.65239 2.55692 0.1 0.1 0.0 -0.0020
H -1.16221 2.17203 3.95296 -0.1 -0.4 0.0 0.3689
H -0.50759 1.88094 2.34784 -0.1 0.0 0.1 0.0144
Cs -1.81002 5.18556 -2.80964 3.1 9.9 -1.2 1.0116
K -5.52868 2.78169 -1.30002 -1.1 -0.1 0.7 0.9946
B 5.31650 -1.33389 2.22753 -2.7 1.6 1.0 0.8150
O 5.23167 -2.81523 1.87641 -1.9 1.0 -3.5 -0.8962
C 6.11057 -3.07001 0.91025 -2.1 -0.4 -1.0 0.5524
O 6.29427 -4.14447 0.42738 0.8 0.0 -0.3 -0.5578
C 6.83426 -1.76078 0.55439 -0.1 0.8 -0.2 0.7557
O 7.70434 -1.63175 -0.31195 0.9 -0.7 -0.2 -0.6607
O 6.40646 -0.81429 1.28929 0.5 -0.4 -0.1 -0.4132
F 5.71537 -1.14245 3.56977 -0.6 1.0 -0.9 -0.3355
F 4.16801 -0.72270 1.98646 -0.2 0.3 -0.7 -0.1298
K 6.81846 -2.93265 3.15502 6.1 -3.5 5.9 1.1778
O 0.61232 -2.13568 4.06631 0.5 -0.1 0.4 -0.7522
Cl 1.99893 -1.98753 4.47880 -0.5 0.1 -0.3 1.7435
O 2.80060 -2.93419 3.69942 0.2 0.0 -0.1 -0.6974
O 2.13528 -2.26918 5.87259 0.1 -0.1 0.1 -0.6999
O 2.43677 -0.64953 4.18458 0.1 0.0 0.0 -0.6562
Al 9.57513 -2.54184 -0.81998 -0.8 0.3 0.0 0.6969
Br 1.56130 2.73588 -1.69362 1.5 2.8 1.5 0.2202
C 1.22657 7.97691 1.11109 0.1 0.1 0.2 -0.3483
Cl 0.84244 7.94375 2.81594 0.0 0.0 0.0 -0.1008
Cl 0.07597 6.97854 0.16353 -0.1 -0.1 -0.2 -0.1304
H 1.16081 8.99350 0.74660 -0.1 0.0 -0.1 0.3034
H 2.21785 7.57140 0.95761 0.0 -0.1 0.0 0.2783
```
Positions in Å, forces in eV/Å.

## Properties
Charge: +2
2S+1: 1
HOMO level (eV): -9.39
HOMO-LUMO gap (Ha): 0.1058
Electronic energy (Ha): -7617.27037



Look up the electronic energy of the second one.
-1636.63947 Ha